# 1
{"formula": "C5H8N2", "method": "ωB97M-V/def2-TZVPD", "homo_lumo_gap_ev": [8.20, 8.20], "total_energy_ha": -304.62148, "spin_multiplicity": 1, "charge": 0, "lumo_energy_ev": [-0.0804, -0.0816], "elements": ["C", "C", "C", "C", "N", "N", "C", "H", "H", "H", "H", "H", "H", "H", "H"], "coordinates": [[1.898, -0.847, -1.126], [0.953, 0.240, -1.367], [-1.358, 0.068, 0.004], [-1.148, -0.822, -1.128], [-1.276, -1.661, -1.921], [-0.544, 0.121, 0.974], [-0.946, 0.957, 2.091], [1.411, -1.814, -0.948], [2.255, -0.917, -2.179], [2.759, -0.692, -0.466], [1.368, 1.214, -1.063], [-2.280, 0.662, -0.036], [-1.753, 1.657, 1.828], [-0.091, 1.516, 2.480], [-1.299, 0.298, 2.892]]}

=====

# 2
{"formula": "C42H45AlGeN5O4S2", "method": "ωB97M-V/def2-TZVPD", "homo_lumo_gap_ev": [6.11, 7.46], "total_energy_ha": -5318.02916, "s_squared": 0.75, "spin_multiplicity": 2, "charge": 0, "lumo_energy_ev": [-0.9374, -0.9376], "elements": ["Al", "C", "C", "N", "N", "C", "N", "S", "C", "C", "C", "C", "C", "N", "H", "H", "H", "H", "H", "H", "H", "H", "H", "C", "C", "C", "C", "C", "C", "C", "S", "O", "O", "N", "C", "C", "C", "O", "O", "H", "H", "H", "H", "H", "H", "H", "H", "H", "H", "H", "H", "C", "C", "C", "C", "C", "C", "Ge", "C", "C", "C", "C", "C", "C", "C", "C", "C", "C", "C", "C", "H", "H", "H", "H", "H", "H", "H", "H", "H", "H", "H", "H", "H", "H", "H", "C", "C", "C", "C", "C", "C", "H", "H", "H", "H", "H", "H", "H", "H", "H"], "coordinates": [[2.692, 0.315, -1.086], [3.450, 3.353, -4.067], [3.191, 2.111, -3.283], [3.574, 1.918, -2.081], [4.257, 2.827, -1.376], [4.755, 2.276, -0.276], [5.322, 3.093, 0.621], [4.766, 0.568, 0.023], [2.446, 0.962, -3.832], [1.908, 0.933, -5.106], [1.201, -0.185, -5.522], [1.043, -1.256, -4.660], [1.608, -1.166, -3.402], [2.304, -0.097, -3.004], [3.986, 4.061, -3.442], [2.508, 3.801, -4.393], [4.051, 3.141, -4.954], [5.132, 4.080, 0.558], [5.518, 2.707, 1.529], [2.033, 1.786, -5.760], [0.758, -0.215, -6.510], [0.485, -2.135, -4.950], [1.521, -1.970, -2.679], [-2.807, -0.767, 4.082], [-1.630, 0.141, 3.839], [-0.717, -0.145, 2.828], [0.356, 0.697, 2.582], [0.514, 1.837, 3.357], [-0.371, 2.136, 4.384], [-1.435, 1.280, 4.621], [1.872, 2.922, 3.013], [1.595, 4.199, 3.603], [3.107, 2.249, 3.300], [1.809, 3.097, 1.381], [0.571, 3.694, 0.855], [0.535, 3.615, -0.668], [0.311, 2.176, -1.091], [-0.742, 1.821, -1.595], [1.313, 1.383, -0.842], [-2.805, -1.603, 3.383], [-3.745, -0.221, 3.956], [-2.787, -1.166, 5.098], [-0.850, -1.033, 2.217], [1.062, 0.451, 1.792], [-0.215, 3.031, 4.973], [-2.131, 1.501, 5.423], [2.062, 2.215, 0.941], [0.552, 4.730, 1.187], [-0.327, 3.199, 1.243], [1.487, 3.967, -1.073], [-0.288, 4.216, -1.044], [-2.547, -4.546, 1.940], [-1.295, -4.351, 1.368], [-1.041, -3.201, 0.630], [-2.027, -2.231, 0.458], [-3.271, -2.423, 1.064], [-3.532, -3.580, 1.791], [-1.752, -0.615, -0.688], [-2.158, -1.227, -2.529], [-2.545, -2.540, -2.794], [-2.922, -2.921, -4.078], [-2.905, -1.996, -5.114], [-2.503, -0.687, -4.862], [-2.130, -0.307, -3.580], [-3.280, 0.598, -0.304], [-4.496, 0.387, -0.956], [-5.544, 1.292, -0.818], [-5.396, 2.416, -0.018], [-4.197, 2.630, 0.651], [-3.153, 1.726, 0.506], [-2.753, -5.452, 2.497], [-0.519, -5.096, 1.495], [-0.057, -3.049, 0.202], [-4.044, -1.669, 0.958], [-4.510, -3.727, 2.235], [-2.557, -3.273, -1.993], [-3.233, -3.942, -4.272], [-3.209, -2.289, -6.111], [-2.480, 0.037, -5.670], [-1.807, 0.710, -3.382], [-4.633, -0.484, -1.587], [-6.475, 1.118, -1.346], [-6.208, 3.129, 0.071], [-4.071, 3.501, 1.284], [-2.222, 1.903, 1.030], [1.386, -2.754, 3.226], [2.639, -2.570, 2.365], [3.725, -1.837, 3.171], [3.157, -3.952, 1.928], [2.381, -1.790, 1.138], [2.301, -1.194, 0.082], [1.617, -3.437, 4.048], [0.566, -3.180, 2.644], [1.058, -1.807, 3.656], [3.978, -2.411, 4.068], [3.385, -0.846, 3.472], [4.625, -1.714, 2.567], [3.447, -4.537, 2.806], [4.023, -3.848, 1.272], [2.378, -4.494, 1.388]]}

=====

# 3
{"formula": "C37H42N4O7", "method": "ωB97M-V/def2-TZVPD", "homo_lumo_gap_ev": 4.13, "total_energy_ha": -2180.67037, "spin_multiplicity": 1, "charge": 0, "lumo_energy_ev": -2.5436, "elements": ["C", "N", "C", "C", "C", "C", "C", "C", "C", "C", "O", "O", "C", "C", "C", "O", "C", "O", "C", "C", "H", "H", "H", "H", "H", "H", "H", "H", "H", "H", "H", "H", "H", "H", "H", "H", "H", "H", "C", "N", "C", "O", "C", "C", "C", "C", "C", "C", "C", "C", "N", "C", "C", "C", "C", "C", "C", "N", "O", "O", "C", "C", "C", "C", "C", "C", "H", "H", "H", "H", "H", "H", "H", "H", "H", "H", "H", "H", "H", "H", "H", "H", "H", "H", "H", "H", "H", "H", "H", "H"], "coordinates": [[-5.186, -1.841, 5.230], [-5.062, -1.355, 3.873], [-6.277, -1.359, 3.086], [-3.811, -1.201, 3.262], [-3.224, -2.258, 2.532], [-2.035, -2.051, 1.850], [-1.416, -0.804, 1.892], [-0.110, -0.576, 1.146], [1.112, -0.729, 1.936], [1.410, 0.190, 3.000], [0.732, 1.165, 3.301], [2.527, -0.058, 3.757], [3.277, -1.279, 3.525], [4.269, -1.121, 2.386], [3.981, -1.565, 4.856], [2.356, -2.345, 3.256], [1.487, -2.117, 2.199], [1.004, -3.067, 1.608], [-1.961, 0.231, 2.648], [-3.137, 0.038, 3.351], [-4.234, -1.717, 5.761], [-5.966, -1.274, 5.751], [-5.468, -2.905, 5.252], [-6.085, -0.865, 2.125], [-6.632, -2.385, 2.900], [-7.058, -0.811, 3.629], [-3.724, -3.226, 2.508], [-1.553, -2.861, 1.302], [-0.025, -1.302, 0.329], [-0.120, 0.441, 0.758], [3.745, -0.917, 1.447], [4.957, -0.294, 2.595], [4.843, -2.050, 2.281], [3.242, -1.617, 5.659], [4.534, -2.506, 4.824], [4.675, -0.752, 5.080], [-1.434, 1.180, 2.720], [-3.575, 0.844, 3.939], [2.157, -0.820, -5.537], [1.204, -0.251, -4.615], [-0.130, -0.178, -4.915], [-0.650, -0.600, -5.943], [-0.824, 0.505, -3.738], [-1.874, -0.378, -3.060], [-2.964, -0.858, -3.994], [-3.158, -2.231, -4.180], [-4.103, -2.686, -5.102], [-4.885, -1.762, -5.810], [-4.736, -0.389, -5.574], [-3.778, 0.064, -4.660], [0.301, 0.828, -2.855], [0.107, 1.354, -1.631], [1.131, 1.846, -0.816], [0.922, 2.337, 0.468], [1.949, 2.965, 1.262], [3.322, 2.768, 0.987], [4.296, 3.437, 1.749], [5.668, 3.100, 1.546], [6.528, 3.651, 2.267], [5.950, 2.248, 0.668], [3.937, 4.381, 2.726], [2.585, 4.560, 3.022], [1.611, 3.837, 2.340], [1.616, 0.448, -3.407], [2.377, -0.498, -2.465], [2.472, 1.667, -3.787], [1.617, -1.339, -6.329], [2.789, -0.041, -5.983], [2.804, -1.529, -5.011], [-1.310, 1.428, -4.105], [-1.365, -1.248, -2.614], [-2.317, 0.197, -2.232], [-2.537, -2.934, -3.618], [-4.219, -3.759, -5.272], [-5.612, -2.113, -6.545], [-5.355, 0.335, -6.108], [-3.643, 1.132, -4.469], [-0.936, 1.440, -1.309], [2.146, 1.852, -1.209], [-0.105, 2.452, 0.832], [3.654, 2.097, 0.194], [4.724, 4.930, 3.232], [2.288, 5.265, 3.801], [0.561, 3.914, 2.627], [1.743, -1.368, -2.238], [3.306, -0.826, -2.947], [2.631, -0.003, -1.523], [2.006, 2.187, -4.634], [2.566, 2.374, -2.960], [3.475, 1.334, -4.078]]}